[1]
ORCA calculation (wB97M-V/def2-TZVPD) on a 8-piece molecular cluster, C19H30F5NO31S7 overall at a distorted geometry.

Last column: Löwdin charge in e.
Element x y z (Å)
O: 0.31203 3.80609 -3.00258  0.16
C: 1.18166 4.05379 -2.26915  -0.24
N: 2.08680 4.14343 -1.43277  0.19
C: 2.69770 2.80153 -1.26478  -0.23
O: 3.65710 2.65740 -2.31925  0.03
C: 3.55444 1.36752 -2.85826  -0.27
O: 4.55494 0.73715 -2.97643  0.12
C: 3.35556 2.64160 0.13909  -0.37
F: 4.45946 1.87111 -0.00873  0.15
F: 3.76149 3.84600 0.56795  0.16
C: 2.45087 1.95040 1.19535  -0.54
F: 3.21278 1.57746 2.23448  0.17
F: 1.93192 0.81684 0.70436  0.16
F: 1.51132 2.75758 1.66963  0.19
H: 1.88337 2.06641 -1.44358  0.15
H: 2.55517 1.02598 -3.19434  0.17
O: -1.28716 2.57797 -2.47275  -0.26
S: -2.29177 1.58707 -2.20721  0.64
O: -3.34583 1.31541 -3.12283  -0.22
O: -2.92212 1.88757 -0.76393  -0.18
C: -2.75248 0.74287 0.09285  -0.18
C: -1.49808 0.06728 -0.40958  -0.15
O: -1.55981 0.20905 -1.84421  -0.18
H: -3.61927 0.10072 -0.02156  0.12
H: -2.66803 1.05399 1.12818  0.13
H: -1.44494 -0.98758 -0.11973  0.08
H: -0.60160 0.58357 -0.05829  0.12
O: -0.26098 -4.46916 0.95185  -0.22
S: -0.51034 -3.25379 1.64318  0.65
O: -1.31004 -2.21450 1.08267  -0.24
O: 0.89233 -2.63408 2.09795  -0.17
C: 0.91032 -2.46375 3.52995  -0.18
C: -0.01194 -3.54133 4.05680  -0.14
O: -1.08249 -3.59807 3.10254  -0.17
H: 0.53231 -1.47615 3.75625  0.11
H: 1.92058 -2.56093 3.91064  0.14
H: -0.39249 -3.31604 5.04984  0.13
H: 0.48017 -4.51656 4.07120  0.14
O: 1.23647 -2.42652 7.47859  -0.20
S: 0.96816 -1.19215 6.83295  0.62
O: 1.40528 -0.92456 5.50448  -0.24
O: 1.44894 -0.00085 7.79357  -0.18
C: 0.34576 0.86767 8.08316  -0.16
C: -0.87956 -0.01829 8.00173  -0.16
O: -0.61100 -0.90473 6.90686  -0.19
H: 0.32048 1.65179 7.32343  0.14
H: 0.46546 1.31971 9.06468  0.14
H: -1.79154 0.54579 7.82421  0.14
H: -0.99585 -0.62097 8.90512  0.14
O: 10.69585 2.17107 -4.48815  -0.22
S: 9.88017 1.16050 -5.06092  0.61
O: 10.23718 0.48166 -6.25406  -0.22
O: 8.39016 1.74730 -5.21990  -0.19
C: 7.46435 0.92493 -4.49957  -0.17
C: 8.26772 0.33336 -3.36226  -0.17
O: 9.55397 0.06103 -3.93023  -0.19
H: 7.10153 0.14722 -5.17554  0.14
H: 6.62497 1.51658 -4.14610  0.11
H: 7.82232 -0.57563 -2.96643  0.14
H: 8.39968 1.05496 -2.55251  0.14
O: -5.00263 0.81067 1.44354  -0.23
S: -6.10675 1.44179 2.08376  0.63
O: -6.36156 1.29812 3.47059  -0.21
O: -7.43779 1.07000 1.26445  -0.18
C: -8.08089 2.26677 0.81075  -0.16
C: -6.95935 3.26979 0.63859  -0.16
O: -6.07042 3.00943 1.73153  -0.18
H: -8.78722 2.58735 1.57957  0.14
H: -8.61655 2.08200 -0.11734  0.14
H: -7.31078 4.29802 0.66680  0.14
H: -6.41237 3.09852 -0.29174  0.13
O: -2.18360 -10.68814 1.69578  -0.22
S: -1.62651 -10.12518 0.51785  0.61
O: -1.81699 -10.70172 -0.76350  -0.22
O: -0.04934 -9.90806 0.76311  -0.19
C: 0.28493 -8.52782 0.58504  -0.17
C: -0.97260 -7.76989 0.95355  -0.17
O: -2.04330 -8.57213 0.44336  -0.19
H: 0.54877 -8.37256 -0.46347  0.14
H: 1.13020 -8.25715 1.21359  0.13
H: -0.99911 -6.77350 0.52135  0.11
H: -1.08928 -7.69869 2.03807  0.14
O: -2.72941 5.59490 -8.34665  -0.22
S: -2.78970 5.88231 -6.95802  0.61
O: -2.84866 7.20897 -6.45866  -0.22
O: -1.58302 5.10457 -6.23060  -0.18
C: -2.10594 4.22678 -5.22608  -0.18
C: -3.48580 3.84589 -5.71746  -0.16
O: -4.00226 5.04344 -6.31116  -0.19
H: -2.15891 4.77775 -4.28500  0.13
H: -1.45960 3.36240 -5.10199  0.12
H: -4.13374 3.50377 -4.91468  0.13
H: -3.43327 3.07789 -6.49285  0.14

2S+1 = 1
gap between HOMO and LUMO = 0.394 hartree
structure (SMILES) = O=C=N[C@@H](OC=O)C(F)(F)C(F)(F)F.O=S1(=O)OCCO1.O=S1(=O)OCCO1.O=S1(=O)OCCO1.O=S1(=O)OCCO1.O=S1(=O)OCCO1.O=S1(=O)OCCO1.O=S1(=O)OCCO1

=====

[2]
ORCA calculation (wB97M-V/def2-TZVPD) on a 5-piece molecular cluster, C19H30F9O12 overall at a distorted geometry.

Last column: natural (NBO) charge in e.
Element x y z (Å)
O: 0.66342 -2.44119 -1.28530  -0.78
C: -0.01885 -2.12255 -2.45197  0.93
O: -0.12505 -0.92209 -2.77518  -0.78
O: -0.55544 -3.08549 -3.06201  -0.82
H: 0.70482 -3.40121 -1.24853  0.47
C: 0.28674 6.74963 -3.42995  -0.24
O: -0.40564 5.85668 -2.59207  -0.53
C: -0.49918 6.18474 -1.22236  -0.07
C: -0.81288 5.00980 -0.31995  -0.08
O: -1.98027 4.37609 -0.78560  -0.52
C: -2.77407 3.75310 0.20608  -0.07
C: -2.17640 2.47722 0.76953  -0.08
O: -1.97960 1.58374 -0.29735  -0.53
C: -1.37871 0.38347 0.02923  -0.24
H: -0.17078 7.74619 -3.47470  0.15
H: 0.16308 6.34479 -4.43242  0.20
H: 1.33912 6.88223 -3.16987  0.16
H: -1.40623 6.80404 -1.18544  0.16
H: 0.32364 6.75646 -0.78197  0.16
H: -0.89188 5.44122 0.68721  0.15
H: -0.00854 4.26998 -0.25916  0.19
H: -3.74761 3.48087 -0.20518  0.19
H: -2.99905 4.51179 0.96462  0.15
H: -2.90209 1.96049 1.40815  0.17
H: -1.26651 2.74729 1.31892  0.16
H: -0.30527 0.41954 0.24913  0.16
H: -1.63362 -0.50044 -0.54928  0.22
H: -1.67454 0.00115 1.03235  0.13
C: 3.36622 0.00047 2.83810  -0.64
C: 2.83276 -1.05808 3.74571  -0.08
O: 2.75252 -2.31940 3.12606  -0.49
C: 1.66885 -2.77074 2.51013  0.70
O: 0.65543 -2.15270 2.43504  -0.52
C: 1.95259 -4.16627 1.91106  0.90
F: 2.93781 -4.84074 2.47977  -0.29
F: 0.87129 -4.95329 1.84743  -0.31
F: 2.23656 -3.90564 0.60777  -0.31
H: 4.40040 -0.20867 2.55873  0.21
H: 3.35500 0.98939 3.30604  0.22
H: 2.79368 0.22327 1.93549  0.23
H: 1.86601 -0.72468 4.13623  0.20
H: 3.45687 -1.08975 4.63972  0.19
C: -2.01503 -3.59404 1.50423  -0.63
C: -2.11766 -4.40091 0.19530  -0.08
O: -3.35565 -5.16009 0.33918  -0.49
C: -4.45757 -4.82673 -0.28031  0.69
O: -4.65997 -3.81709 -0.89127  -0.54
C: -5.61244 -5.82493 -0.06380  0.90
F: -6.02513 -6.48854 -1.14619  -0.31
F: -5.25615 -6.71227 0.87884  -0.31
F: -6.69254 -5.12605 0.33017  -0.32
H: -2.99834 -3.31638 1.88239  0.21
H: -1.55649 -2.65160 1.19978  0.24
H: -1.47357 -4.07250 2.31592  0.21
H: -1.22425 -4.99971 0.05154  0.20
H: -2.28147 -3.70824 -0.62830  0.24
C: 3.52574 -1.30193 -2.02090  -0.63
C: 2.88608 0.05732 -2.29517  -0.12
O: 3.02467 0.83409 -1.11837  -0.50
C: 2.20892 1.82653 -0.79962  0.68
O: 1.13016 1.97587 -1.26093  -0.50
C: 2.79280 2.69436 0.33944  0.90
F: 3.32938 3.82695 -0.16950  -0.32
F: 1.84432 3.04691 1.19426  -0.31
F: 3.79470 2.07382 0.97553  -0.31
H: 3.46521 -1.97531 -2.87947  0.22
H: 2.97286 -1.79937 -1.22499  0.24
H: 4.60479 -1.21088 -1.87890  0.19
H: 1.84340 -0.10381 -2.58628  0.28
H: 3.38858 0.46381 -3.17680  0.17

2S+1 = 1
gap between HOMO and LUMO = 0.254 hartree
net charge = -1
relative energy (zero: lowest compared OMol25 entry of this formula, charge and spin) = 0.000 eV

=====

[3]
ORCA calculation (wB97M-V/def2-TZVPD) on C19H30I2N4O as an isolated structure at a distorted geometry.

Last column: natural (NBO) charge in e.
Element x y z (Å)
C: -1.58358 0.20777 0.81051  -0.40
C: -1.42739 -0.67627 -0.18484  -0.18
C: -2.75116 -1.27034 -0.81212  -0.48
C: -3.56134 -1.88503 0.33750  0.00
C: -3.01438 -2.60882 1.41573  0.03
N: -3.75821 -3.09903 2.42778  -0.23
C: -3.04756 -3.78263 3.48990  -0.03
I: -2.84112 -5.93188 3.24301  0.14
C: -2.53976 -3.11340 4.53770  -0.14
C: -2.72707 -1.56732 4.61716  -0.67
I: -1.45387 -4.19435 6.04670  0.19
N: -5.08441 -3.05160 2.60315  -0.20
C: -5.63491 -2.41283 1.58442  0.00
C: -5.02730 -1.78248 0.43919  0.12
N: -5.82524 -1.14148 -0.53210  -0.79
H: -0.74666 0.84245 1.16920  0.22
H: -2.53915 0.34592 1.36054  0.18
H: -0.42309 -0.99612 -0.51406  0.24
H: -2.42583 -2.11110 -1.46705  0.25
H: -3.26685 -0.46136 -1.36007  0.25
H: -1.92228 -2.77670 1.42532  0.26
H: -3.69296 -1.39509 5.15233  0.24
H: -1.88646 -1.10930 5.18459  0.24
H: -2.81328 -1.12844 3.59845  0.23
H: -6.74565 -2.35870 1.63144  0.20
H: -5.60841 -0.15167 -0.63792  0.39
H: -6.81220 -1.25770 -0.29749  0.38
C: 1.50853 2.91050 -0.28442  -0.61
C: 2.30585 2.75009 -1.58840  0.10
C: 3.76391 3.18801 -1.36043  -0.40
C: 4.60038 2.24386 -0.49787  -0.41
C: 4.13703 0.78659 -0.56901  -0.40
C: 3.34025 0.42174 -1.83535  0.10
N: 2.19091 1.31966 -1.93171  -0.10
O: 1.40736 1.06453 -2.99580  -0.62
C: 2.82895 -1.01083 -1.62503  -0.60
C: 4.27225 0.42376 -3.05662  -0.63
C: 1.72344 3.73447 -2.60782  -0.60
H: 0.46253 2.63640 -0.44079  0.21
H: 1.52895 3.94363 0.08151  0.19
H: 1.90097 2.27482 0.51281  0.20
H: 4.26033 3.29742 -2.32897  0.20
H: 3.78871 4.18791 -0.91447  0.21
H: 5.64618 2.31736 -0.80979  0.20
H: 4.57872 2.57333 0.54475  0.20
H: 5.00484 0.12930 -0.46224  0.21
H: 3.51443 0.58431 0.30914  0.20
H: 2.12007 -1.05320 -0.79333  0.20
H: 3.65593 -1.68750 -1.38975  0.20
H: 2.33143 -1.40028 -2.51497  0.23
H: 5.09690 -0.28021 -2.90655  0.20
H: 4.71560 1.40185 -3.25223  0.20
H: 3.74641 0.11278 -3.96092  0.23
H: 1.80955 4.75967 -2.23592  0.19
H: 0.66476 3.55302 -2.79440  0.23
H: 2.25492 3.68451 -3.56040  0.22

2S+1 = 1
gap between HOMO and LUMO = 0.063 hartree

=====

Taking the records one at a time from the top gives lowest unoccupied orbital energy values of -0.332, 2.362, -2.233 eV.